No. 1
Below is a 4-piece molecular cluster, C15H32NO3 overall, with properties calculated with the ωB97M-V functional and the def2-TZVPD basis.

Structure (XYZ):
```
51
Properties=species:S:1:pos:R:3:forces:R:3
O -2.13965 0.73992 1.30004 -0.0093 -0.0999 0.0296
O -1.02834 5.07447 3.58234 -0.0092 0.1137 0.0171
O -1.24286 -3.30506 -0.25924 0.0415 -0.0168 0.0760
N 2.71786 0.88413 -2.09930 0.0083 0.0131 0.0360
C 3.21707 -1.95483 -4.37441 0.0139 0.0667 0.0276
C -3.55199 -3.82858 -0.42301 0.0056 0.0333 -0.0123
C -1.77779 3.06180 0.97182 -0.0436 -0.0844 0.0036
C -1.15418 4.68498 4.71732 0.0083 -0.1157 0.0488
C 3.09512 -1.63450 -1.73040 0.0869 0.0079 -0.0313
C 0.96541 -3.08033 -3.77973 -0.0138 -0.0599 0.0887
C 3.92293 -1.69740 -3.01626 -0.0440 -0.1223 -0.0221
C -0.35949 3.51620 5.24817 0.0052 0.0066 -0.0260
C -1.37505 1.60250 0.91801 -0.0507 0.3541 -0.0736
C -0.00395 1.32440 0.39247 0.0058 -0.2104 0.0608
C 2.21516 -0.34648 -1.57418 -0.0853 0.1157 -0.0237
C -2.34102 -3.18434 0.22317 -0.1533 -0.0084 -0.0186
C -2.60285 -2.40566 1.48922 0.1514 -0.0477 -0.0313
C 1.68753 -1.89555 -4.43883 0.0225 0.0669 0.0048
C -2.12352 5.33371 5.67885 0.0085 0.0165 -0.0249
H -4.28945 -3.06415 -0.67588 0.0032 0.0036 -0.0023
H -2.63799 6.15505 5.18701 -0.0033 0.0005 0.0072
H -1.58982 5.70126 6.55760 0.0052 -0.0007 -0.0014
H 2.09983 -0.21673 -0.48614 -0.0034 -0.1322 0.0019
H -2.84918 4.59713 6.02911 0.0010 -0.0061 -0.0070
H 4.43714 -0.73471 -3.06501 -0.0373 0.0236 -0.0097
H -1.67945 -1.96240 1.85101 -0.0256 -0.0061 0.0064
H 0.13402 1.69982 -0.62500 0.0684 0.0210 -0.0076
H 2.48462 -2.53586 -1.60234 -0.0643 -0.0115 0.0146
H 1.40898 -1.86018 -5.49768 0.0176 -0.0037 0.0013
H -3.24791 -4.36089 -1.32056 -0.0103 -0.0062 -0.0061
H 0.22997 3.82517 6.11391 -0.0024 0.0053 0.0013
H 3.52085 -2.93181 -4.77271 0.0021 -0.0070 0.0394
H -1.73178 3.50087 -0.02656 0.0276 -0.0218 -0.0081
H -2.78530 3.15464 1.37270 -0.0042 0.0129 -0.0098
H 0.21620 0.26062 0.39339 -0.0582 0.0114 0.0175
H 0.72902 1.84914 1.01002 0.0474 0.0205 -0.0600
H -1.03521 2.72702 5.58372 -0.0072 0.0015 -0.0068
H -3.02870 -3.07437 2.24183 -0.0117 0.0059 0.0077
H -4.02996 -4.51777 0.27687 0.0076 0.0025 0.0038
H 0.43216 -2.80200 -2.86974 0.0490 0.0767 -0.0107
H 1.18944 -0.62404 -1.92327 0.0014 -0.0545 0.0041
H 0.29692 3.13073 4.47256 0.0009 -0.0044 0.0048
H 1.35116 -0.95378 -4.00644 -0.0289 0.0306 0.0373
H 1.67511 -3.85961 -3.49080 -0.0121 -0.0320 -0.0736
H -3.31844 -1.60388 1.30530 0.0049 -0.0063 -0.0158
H 2.63948 0.84679 -3.11986 -0.0115 -0.0053 0.0171
H 4.69231 -2.46813 -2.88938 0.0258 0.0422 -0.0187
H 3.81487 -1.64234 -0.90195 0.0499 0.0407 -0.0476
H -1.08228 3.61992 1.59982 0.0026 0.0172 -0.0184
H 0.23654 -3.52925 -4.45981 0.0036 -0.0214 0.0202
H 3.59644 -1.21564 -5.08778 0.0135 -0.0259 -0.0098
```
Forces are in eV/Å.

Values from the calculation:
spin multiplicity	1
total charge	-1
orbital gap	3.649	eV



No. 2
Below is a 10-piece molecular cluster, C3H26O10 overall, with properties calculated with the ωB97M-V functional and the def2-TZVPD basis.

Structure (XYZ):
```
39
Properties=species:S:1:pos:R:3:forces:R:3
O 9.36075 -22.53457 6.94184 1.0275 -2.0112 2.2740
O 10.56475 -23.31760 4.13703 -0.3674 3.3201 1.4519
O 12.57718 -22.96046 5.40718 1.3576 0.7490 1.5160
O 9.32041 -20.37889 6.28046 0.1824 3.1208 -0.6406
O 9.79292 -22.52279 1.41020 0.1202 -0.2884 -0.2220
O 8.23844 -24.58760 6.28642 -0.5291 -1.1473 0.8593
O 6.98852 -23.27651 3.98022 -0.9854 0.0825 0.0877
O 9.31703 -24.98628 3.51415 -1.7154 -2.5315 -0.8192
O 13.44081 -25.40734 3.46962 1.6141 -1.4238 0.9533
O 12.12166 -23.78563 2.72647 1.0440 1.4106 -4.5204
C 9.08745 -26.26599 4.10337 -0.5489 -1.2100 -0.1986
C 9.48879 -22.46828 4.28381 -1.4007 1.0462 0.7356
C 12.39708 -25.74377 4.32411 0.6382 -1.5593 0.3685
H 9.46816 -21.25473 6.63726 -0.7772 1.0365 -0.0462
H 9.09106 -23.40391 7.23807 -0.0262 -0.6034 0.2326
H 8.46754 -20.43598 5.84968 -0.1552 0.0709 0.0141
H 11.64101 -26.26645 3.73822 -0.1638 -0.3767 0.0572
H 12.86970 -26.43259 5.02429 -0.6224 -0.1511 0.3956
H 9.87956 -21.49273 4.57314 -0.0062 -0.2180 0.0678
H 8.71604 -24.39729 5.47901 -0.0881 0.2220 -0.1167
H 11.41669 -23.27779 3.12814 -0.8867 0.9447 0.6199
H 13.13690 -23.09937 4.64321 0.2568 -0.1092 -0.1121
H 8.86811 -22.85175 5.09362 0.2884 0.9730 -0.8129
H 8.49857 -26.86595 3.40955 -0.1814 -0.0854 0.1304
H 10.36040 -24.24001 3.96673 -0.6517 -0.2735 0.4203
H 6.10134 -23.63494 3.95448 -0.3778 -0.0746 -0.0167
H 8.79283 -22.27076 3.46849 0.6876 -0.5007 -0.4568
H 10.00647 -26.81795 4.30047 -0.0143 0.2618 0.0468
H 12.19970 -23.42957 1.84139 0.2739 -0.0251 -0.3745
H 7.62615 -23.85792 6.38073 -0.5246 0.0490 -0.3539
H 9.09871 -21.88947 1.59241 -0.1699 0.2077 0.0645
H 11.70054 -22.83705 5.04315 -0.0020 -0.0833 -0.1070
H 9.70567 -25.10935 2.64501 0.0503 -0.0352 -0.4949
H 11.91459 -24.92929 4.86442 0.4704 -0.1014 0.1056
H 10.30871 -22.51949 7.07367 0.7578 -0.2860 0.2120
H 7.47061 -23.78186 3.32567 0.3287 -0.2766 -0.1496
H 10.28630 -22.13650 0.68661 0.1001 0.0901 -0.3164
H 12.96798 -24.77440 2.92427 0.9177 0.0533 -0.4435
H 8.53842 -26.11864 5.03340 0.0788 -0.2665 -0.4111
```
Forces are in eV/Å.

Values from the calculation:
spin multiplicity	1
total charge	0
orbital gap	8.755	eV
relative energy (zero: lowest compared OMol25 entry of this formula, charge and spin)	160.93	kcal/mol



What max |F| values result from the calculations? In sequence: 0.37 4.85 eV Å⁻¹.
What electronic energy values result from the calculations? In sequence: -871.14665 -882.05011 Ha.
What lowest unoccupied orbital energy values result from the calculations? In sequence: 0.08402 -0.00641 hartree.